(1)
DFT (wB97M-V/def2-TZVPD) results for 3 unconnected molecules or ions with the total composition C12H25BrI2NO4PS2 at a distorted geometry.

CARTESIAN COORDINATES (ANGSTROEM)
C (-1.95, 4.41, 3.85)
C (-2.39, 4.77, 2.54)
C (-2.85, 4.57, 0.94)
I (-4.27, 6.26, 0.57)
O (-1.75, 4.77, -0.01)
C (-0.71, 3.73, 0.10)
C (-0.68, 2.69, -1.21)
C (-1.17, 1.16, -0.83)
C (-2.63, 1.09, -0.07)
I (-3.48, -0.92, 0.09)
C (0.73, 4.55, 0.27)
N (0.57, 5.73, 1.25)
P (1.34, 5.35, -1.37)
O (2.73, 6.38, -0.99)
Br (-0.22, 6.72, -2.29)
H (-1.56, 4.08, 4.93)
H (-3.49, 3.61, 0.77)
H (-0.79, 3.04, 1.04)
H (0.48, 2.59, -1.48)
H (-1.19, 3.14, -2.17)
H (-0.36, 0.75, -0.06)
H (-1.11, 0.48, -1.78)
H (-3.36, 1.82, -0.65)
H (-2.49, 1.57, 1.01)
H (1.60, 3.85, 0.66)
H (1.51, 5.91, 1.71)
H (0.30, 6.56, 0.64)
H (2.86, 6.30, 0.01)
C (-0.27, -3.29, -0.57)
S (1.26, -2.37, -0.31)
O (0.92, -0.91, -0.30)
C (1.99, -2.75, -1.92)
H (-0.91, -3.16, 0.31)
H (-0.79, -2.91, -1.45)
H (-0.04, -4.35, -0.70)
H (1.33, -2.40, -2.72)
H (2.14, -3.83, -2.00)
H (2.95, -2.24, -2.00)
C (2.92, -7.84, 0.52)
S (1.60, -7.08, -0.45)
O (1.52, -5.63, -0.07)
C (0.24, -7.94, 0.39)
H (3.88, -7.42, 0.20)
H (2.78, -7.62, 1.59)
H (2.93, -8.92, 0.36)
H (0.26, -7.71, 1.46)
H (0.33, -9.01, 0.23)
H (-0.70, -7.59, -0.04)

Values from the calculation:
ΔE to the lowest compared entry with this formula, charge and spin: 583.64 kJ/mol
E_HOMO: -8.05 eV
2S+1: 1
Strongest force on any atom: 9.7 eV/A
Lowest unoccupied orbital energy: 0.152 eV

---

(2)
DFT (wB97M-V/def2-TZVPD) results for a molecular structure, C25H19NPdS2Te at a distorted geometry.

CARTESIAN COORDINATES (ANGSTROEM)
Pd (0.96, 1.72, 0.04)
S (-0.34, 2.72, -1.70)
C (0.94, 3.44, -2.57)
C (0.88, 4.73, -3.09)
C (1.84, 5.19, -4.01)
C (2.84, 4.31, -4.44)
C (2.99, 3.06, -3.85)
C (2.14, 2.69, -2.80)
S (2.44, 1.35, -1.81)
H (0.07, 5.39, -2.80)
H (1.86, 6.22, -4.28)
H (3.60, 4.71, -5.09)
H (3.81, 2.43, -4.21)
N (-2.63, -1.98, 0.45)
C (-2.86, -2.59, -0.48)
C (-3.28, -3.36, -1.59)
C (-4.49, -3.00, -2.17)
C (-4.94, -3.58, -3.35)
C (-4.16, -4.55, -3.94)
C (-2.89, -4.97, -3.35)
C (-2.49, -4.37, -2.14)
H (-5.11, -2.28, -1.58)
H (-5.89, -3.29, -3.84)
H (-4.45, -4.93, -4.89)
H (-2.26, -5.70, -3.84)
H (-1.57, -4.75, -1.66)
Te (-0.82, 2.86, 1.55)
C (-0.86, 1.56, 3.21)
C (-0.15, 1.95, 4.36)
C (0.20, 1.08, 5.34)
C (-0.29, -0.24, 5.27)
C (-1.02, -0.66, 4.18)
C (-1.30, 0.22, 3.17)
C (1.93, 0.47, 1.20)
C (3.08, 0.82, 1.87)
C (3.62, -0.12, 2.74)
C (3.17, -1.44, 2.83)
C (2.06, -1.78, 2.01)
C (1.40, -0.81, 1.31)
H (0.23, 2.94, 4.38)
H (0.82, 1.45, 6.16)
H (-0.02, -0.94, 6.02)
H (-1.50, -1.64, 4.14)
H (-1.92, -0.12, 2.32)
H (3.65, 1.71, 1.69)
H (4.57, 0.16, 3.26)
H (3.76, -2.16, 3.39)
H (1.77, -2.85, 1.91)
H (0.57, -1.10, 0.70)

Values from the calculation:
E_HOMO (spin up / spin down): -7.68 / -7.79 eV
2S+1: 3
Strongest force on any atom: 2.9 eV/A
Lowest unoccupied orbital energy (spin up / spin down): 0.068 / -2.454 eV

---

(3)
DFT (wB97M-V/def2-TZVPD) results for a molecular structure, C40H34BF5IrN8S2.

CARTESIAN COORDINATES (ANGSTROEM)
Ir (-0.22, -0.19, -0.18)
C (3.80, -3.30, 1.79)
C (2.61, -3.02, 0.93)
C (1.95, -3.85, 0.05)
C (0.94, -3.08, -0.54)
N (1.00, -1.85, -0.01)
N (2.02, -1.82, 0.87)
B (2.40, -0.48, 1.50)
N (1.26, -0.01, 2.39)
N (0.09, 0.31, 1.80)
C (-0.64, 1.03, 2.68)
C (0.07, 1.06, 3.89)
C (1.27, 0.42, 3.66)
C (2.43, 0.23, 4.58)
C (-1.91, 1.77, 2.45)
C (-2.69, 1.65, 1.31)
C (-3.87, 2.39, 1.16)
C (-4.28, 3.25, 2.16)
C (-3.50, 3.39, 3.30)
C (-2.33, 2.66, 3.44)
N (2.57, 0.56, 0.37)
N (1.62, 0.75, -0.60)
C (2.17, 1.55, -1.53)
C (3.44, 1.95, -1.10)
C (3.66, 1.30, 0.09)
C (4.88, 1.31, 0.95)
C (1.64, 1.82, -2.88)
C (1.66, 3.12, -3.39)
C (1.32, 3.36, -4.71)
C (0.96, 2.30, -5.54)
C (0.97, 1.01, -5.04)
C (1.32, 0.77, -3.72)
C (0.02, -3.53, -1.59)
C (-0.42, -4.86, -1.58)
C (-1.29, -5.31, -2.56)
C (-1.74, -4.46, -3.55)
C (-1.29, -3.14, -3.58)
C (-0.40, -2.69, -2.61)
H (4.08, -4.35, 1.70)
H (3.60, -3.09, 2.84)
H (4.66, -2.70, 1.49)
H (2.20, -4.87, -0.19)
H (3.41, -0.57, 2.12)
H (-0.22, 1.53, 4.81)
H (2.21, 0.66, 5.55)
H (3.33, 0.72, 4.18)
H (2.66, -0.83, 4.71)
H (-2.41, 0.99, 0.50)
H (-4.45, 2.27, 0.26)
H (-5.19, 3.83, 2.04)
H (-3.80, 4.07, 4.08)
H (-1.74, 2.81, 4.33)
H (4.13, 2.58, -1.64)
H (5.61, 1.99, 0.52)
H (5.33, 0.32, 1.02)
H (4.65, 1.65, 1.96)
H (1.95, 3.94, -2.74)
H (1.33, 4.37, -5.10)
H (0.69, 2.49, -6.57)
H (0.71, 0.18, -5.69)
H (1.38, -0.24, -3.35)
H (-0.09, -5.54, -0.81)
H (-1.62, -6.34, -2.54)
H (-2.43, -4.81, -4.31)
H (-1.62, -2.47, -4.36)
H (-0.04, -1.68, -2.66)
F (-1.35, 6.32, -3.25)
C (-1.38, 5.04, -2.92)
C (-0.91, 4.63, -1.68)
F (-0.42, 5.52, -0.83)
C (-0.92, 3.29, -1.35)
F (-0.45, 2.95, -0.15)
C (-1.40, 2.32, -2.22)
S (-1.70, 0.65, -1.76)
C (-1.88, 2.76, -3.45)
F (-2.38, 1.88, -4.32)
C (-1.87, 4.10, -3.81)
F (-2.31, 4.48, -5.00)
C (-2.01, -4.41, 1.75)
N (-2.42, -3.21, 2.46)
C (-2.87, -3.16, 3.76)
C (-3.12, -1.86, 4.05)
N (-2.84, -1.15, 2.90)
C (-2.41, -1.97, 1.93)
S (-2.03, -1.68, 0.27)
H (-2.27, -5.27, 2.37)
H (-0.93, -4.39, 1.58)
H (-2.51, -4.48, 0.79)
H (-2.97, -4.04, 4.36)
H (-3.48, -1.40, 4.94)
H (-2.95, -0.15, 2.78)

Values from the calculation:
Net charge: +1
E_HOMO: -10.59 eV
2S+1: 1
Strongest force on any atom: 0.8 eV/A
Lowest unoccupied orbital energy: -3.453 eV

---

(4)
DFT (wB97M-V/def2-TZVPD) results for a molecular structure, C16H41AgBrN3O5 at a distorted geometry.

CARTESIAN COORDINATES (ANGSTROEM)
Ag (-1.76, -2.67, 1.13)
Br (-1.36, -0.83, -0.83)
C (-0.20, 0.51, -5.09)
C (-1.25, -0.57, -5.32)
C (-0.67, -1.95, -5.21)
O (0.28, -2.23, -6.19)
C (-0.28, -2.65, -7.42)
N (-2.43, -0.46, -4.44)
H (-0.65, 1.50, -5.18)
H (0.62, 0.41, -5.79)
H (0.20, 0.45, -4.07)
H (-1.65, -0.43, -6.33)
H (-1.46, -2.73, -5.17)
H (-0.16, -2.07, -4.24)
H (-0.79, -3.62, -7.33)
H (0.53, -2.74, -8.14)
H (-0.97, -1.91, -7.84)
H (-2.12, -0.52, -3.47)
H (-2.87, 0.44, -4.55)
C (-3.26, -5.72, 0.44)
O (-3.34, -4.29, 0.47)
C (-4.68, -3.81, 0.35)
C (-4.66, -2.29, 0.51)
N (-3.87, -1.91, 1.71)
C (-3.83, -0.47, 1.94)
C (-2.79, -0.07, 2.95)
O (-1.53, -0.70, 2.68)
C (-0.55, -0.24, 3.59)
H (-2.21, -5.99, 0.54)
H (-3.57, -6.09, -0.53)
H (-3.84, -6.15, 1.26)
H (-5.30, -4.27, 1.13)
H (-5.07, -4.05, -0.64)
H (-5.68, -1.90, 0.55)
H (-4.21, -1.84, -0.38)
H (-4.40, -2.36, 2.46)
H (-4.81, -0.09, 2.26)
H (-3.60, 0.02, 0.99)
H (-3.10, -0.29, 3.98)
H (-2.62, 1.01, 2.86)
H (-0.42, 0.84, 3.52)
H (0.38, -0.74, 3.33)
H (-0.85, -0.45, 4.62)
C (7.71, 4.24, 4.57)
O (6.79, 3.32, 4.01)
C (5.62, 3.95, 3.54)
C (4.57, 2.88, 3.31)
N (3.50, 3.39, 2.46)
C (2.28, 2.62, 2.54)
C (1.55, 2.65, 1.22)
O (2.30, 1.95, 0.27)
C (1.72, 1.96, -1.01)
H (7.37, 4.56, 5.56)
H (7.86, 5.11, 3.93)
H (8.66, 3.72, 4.68)
H (5.81, 4.49, 2.60)
H (5.25, 4.67, 4.29)
H (4.13, 2.59, 4.27)
H (5.05, 1.99, 2.89)
H (3.81, 3.40, 1.49)
H (1.65, 3.03, 3.33)
H (2.47, 1.56, 2.78)
H (1.43, 3.71, 0.92)
H (0.52, 2.27, 1.32)
H (1.43, 2.97, -1.32)
H (0.86, 1.29, -1.09)
H (2.49, 1.60, -1.70)

Values from the calculation:
ΔE to the lowest compared entry with this formula, charge and spin: 0.00 kJ/mol
Net charge: +1
E_HOMO (spin up / spin down): -10.51 / -10.51 eV
2S+1: 2
Strongest force on any atom: 1.2 eV/A
Lowest unoccupied orbital energy (spin up / spin down): -3.484 / -7.454 eV